No. 1
{
  "formula": "C12H28N4O12S2",
  "method": "ωB97M-V/def2-TZVPD",
  "lumo_ev": -0.445,
  "e_tot_ha": -2391.87166,
  "orbital_gap_ev": 9.4,
  "de_lowest_kj_mol": 1242.16,
  "smiles": "C[N+](=O)[O-].C[N+](=O)[O-].C[N+](=O)[O-].C[N+](=O)[O-].O=S1(=O)CCCC1.O=S1(=O)CCCC1",
  "spin_multiplicity": 1,
  "species": ["H", "H", "C", "H", "O", "C", "H", "H", "H", "H", "C", "H", "H", "C", "O", "C", "C", "H", "H", "C", "O", "C", "H", "H", "H", "O", "H", "H", "N", "C", "C", "O", "H", "H", "N", "O", "O", "S", "O", "S", "H", "O", "C", "H", "N", "H", "H", "O", "H", "H", "C", "H", "H", "H", "O", "H", "N", "O"],
  "xyz": [[-0.02582, 0.39283, -4.90589], [3.07271, 2.39961, 0.80319], [2.59981, 1.43848, 0.64535], [0.49411, 1.60234, -2.85789], [2.79726, -1.99407, 0.43413], [0.97941, 0.38648, -4.47677], [-3.13476, -1.12702, 0.26233], [3.35063, 0.65319, 0.64280], [-0.18335, -1.44262, 3.36460], [2.56248, -4.94091, -0.38058], [-2.40680, 1.57926, 1.44070], [-0.88037, -1.43408, -3.85613], [-1.46811, 1.24944, 0.99858], [0.68390, 5.07209, 0.51309], [1.00906, -2.92004, -0.30470], [-3.76839, -0.42456, 2.21365], [-0.08391, -2.43782, 2.93409], [3.63048, -4.23104, 0.90497], [1.67445, 5.51227, 0.60522], [2.62771, -4.31297, 0.49759], [0.39023, 5.93831, -1.61559], [-2.77040, 0.67778, 2.64064], [0.91696, -0.83085, -1.50161], [-0.07919, -2.67205, -2.83569], [-3.28828, 1.28534, 3.37964], [1.07004, -4.25989, 3.68916], [2.00133, -4.65975, 1.32167], [-1.81645, 0.30024, 2.99478], [1.55883, 1.25994, 1.67481], [0.98294, 0.63423, -2.97986], [0.19534, -0.51608, -2.25793], [0.58699, 3.78459, -1.37367], [-4.80335, -0.83946, 0.23611], [-0.61515, -0.10831, -1.65570], [2.10628, -2.95919, 0.21393], [1.35096, 2.20950, 2.42004], [0.80408, 0.32757, 1.54275], [1.23468, -1.42946, -4.52168], [2.57306, -1.70288, -4.00220], [-3.60503, 1.26945, 0.12899], [-0.00794, 5.75704, 0.99327], [0.80599, -2.03159, -5.75756], [-0.01996, -1.65862, -3.21495], [1.66366, 0.90305, -5.14053], [1.09317, -3.05500, 3.57626], [-3.34854, -1.39763, 2.47284], [-0.97583, -3.03204, 3.07823], [-2.94635, 1.42413, -1.16047], [-4.72825, -0.32878, 2.71128], [-2.43836, 2.66548, 1.50929], [-3.88646, -0.45629, 0.68531], [0.69880, 4.06322, 0.90880], [1.97350, 0.65513, -2.53543], [2.01165, 1.39849, -0.26947], [-4.80009, 2.05336, 0.30879], [0.14111, -2.24980, 1.88547], [0.43218, 4.92286, -0.95561], [2.00738, -2.36292, 3.92758]]
}

---

No. 2
{
  "formula": "C12H28N4O5Ru",
  "method": "ωB97M-V/def2-TZVPD",
  "lumo_ev": [-10.672, -10.576],
  "e_tot_ha": -1163.08708,
  "orbital_gap_ev": [5.8, 5.7],
  "spin_multiplicity": 2,
  "charge": 3,
  "species": ["C", "H", "H", "O", "H", "O", "H", "H", "C", "C", "H", "C", "H", "H", "H", "O", "C", "H", "H", "N", "O", "H", "H", "C", "H", "H", "C", "H", "H", "H", "H", "C", "H", "C", "H", "C", "C", "H", "N", "H", "H", "N", "O", "H", "H", "N", "H", "Ru", "H", "C"],
  "xyz": [[2.63556, 1.09468, 2.59467], [2.16708, -0.66040, 6.18695], [1.98016, -0.78668, 3.51527], [-0.51000, 1.58187, -0.62975], [-2.98483, 1.13880, -0.69564], [-0.19837, 2.34327, 1.52983], [2.99176, 0.23459, 4.52608], [2.15817, -0.36936, -1.10164], [-0.70915, -1.58555, -4.50611], [2.60387, 0.42631, 1.21786], [-3.76593, -2.27617, -1.79496], [2.17988, 0.25122, 3.79830], [1.36833, -1.08353, -4.40546], [2.10337, 2.04489, 2.57947], [-0.78653, 2.10607, 5.72691], [-0.68480, -1.88680, -3.08009], [-1.81827, -2.65975, -2.60814], [3.68138, 1.36163, 2.74924], [-1.19836, 1.44565, -5.03290], [-0.29271, 1.41548, 6.26648], [-2.47364, -0.66504, -1.53425], [0.51689, -0.28081, -5.73844], [-1.67689, -1.15545, -4.77561], [0.72139, 0.72468, 5.75396], [0.72791, -0.81636, 1.39058], [-3.42452, -1.32495, -3.25563], [-2.98657, -1.74446, -2.34626], [3.37189, -0.36221, 1.18936], [-4.23996, -0.12822, -0.59131], [-2.06268, -3.42708, -3.34360], [2.94247, 1.16731, 0.48321], [-0.26072, 1.85366, 0.48566], [-3.92613, 0.69610, -2.14831], [0.42589, -0.62424, -4.70804], [-0.55360, -2.50831, -5.06811], [-3.47987, 0.32965, -1.22360], [1.35438, -0.23527, 0.72287], [0.45752, 2.13187, -5.07179], [1.35756, -0.71043, -0.56755], [-1.48327, -3.14664, -1.69234], [1.31621, -1.72765, -0.65461], [1.00882, 0.83783, 4.45022], [0.21371, 0.49460, -3.81986], [1.23228, -0.14137, 7.52683], [0.42344, 1.44987, 3.90310], [1.42844, -0.07789, 6.54020], [-0.52035, 1.35900, 7.24656], [-0.43771, -0.18073, -1.91021], [-0.57638, 2.38073, -3.63742], [-0.31713, 1.69561, -4.44200]]
}

---

No. 3
{
  "formula": "C12H29ClN3PSSi2",
  "method": "ωB97M-V/def2-TZVPD",
  "lumo_ev": -2.125,
  "e_tot_ha": -2417.55307,
  "orbital_gap_ev": 2.7,
  "spin_multiplicity": 1,
  "species": ["H", "H", "H", "H", "H", "H", "H", "H", "H", "H", "H", "H", "C", "C", "H", "S", "H", "H", "C", "Si", "H", "N", "C", "C", "N", "H", "H", "C", "H", "C", "P", "C", "C", "H", "Si", "Cl", "H", "H", "N", "H", "H", "H", "H", "H", "C", "H", "C", "H", "C"],
  "xyz": [[-2.13370, 1.26404, -0.33685], [5.06563, -1.39666, 6.59728], [-2.20658, -2.00709, -5.35183], [-3.18408, -1.40904, -6.69998], [-5.79033, -1.51726, -5.42672], [-2.01613, 2.84251, -4.31774], [-2.89417, 3.09616, -2.79645], [5.94376, -1.18126, 3.65783], [-1.13767, 3.30472, -2.86338], [5.52340, 0.25140, 6.07835], [-5.01374, 1.15938, -6.23575], [-3.56353, 1.98314, -5.67160], [-2.64135, -1.10860, -5.79600], [4.63517, -0.44438, 6.17034], [3.37687, 1.25409, 6.70243], [1.95641, -1.50283, 0.00979], [0.37643, -1.20929, 2.34291], [-0.28417, 0.40595, -4.76029], [-1.97561, 2.70196, -3.23657], [-3.81106, -0.26010, -4.58420], [1.38868, 0.71452, 1.47174], [2.94009, -0.78076, 2.85285], [4.20457, -1.07607, 2.47933], [4.09904, -0.65033, 4.72850], [-3.12771, -0.05348, -3.03167], [2.54792, -1.65646, 7.35650], [-0.09542, -0.83924, -3.50930], [-4.39992, 1.35954, -5.34970], [-1.11468, -0.16967, -0.59820], [-0.21904, 0.23202, -3.68510], [1.55653, -0.68845, 1.72582], [-5.33537, -1.37252, -4.44006], [2.31882, -0.56715, 7.46465], [-1.83292, -0.44600, -6.11137], [-1.73563, 0.88953, -2.77619], [4.51004, 0.59666, 8.72838], [-0.41264, 1.45887, -0.73677], [0.68802, 0.73878, -3.32992], [4.94044, -1.00122, 3.65565], [2.05722, -0.36177, 8.53884], [-6.08304, -0.92079, -3.78429], [-5.06320, -2.35290, -4.04372], [1.43635, -0.24587, 6.84554], [1.81666, -0.23685, 4.76580], [-1.31017, 0.85560, -0.92968], [4.62274, -1.33276, 1.48438], [3.62984, 0.25317, 7.15403], [-5.00714, 1.92607, -4.64038], [2.75436, -0.49931, 4.23279]]
}